# 1
The following is a DFT calculation (the ωB97M-V functional and the def2-TZVPD basis) of a structure of composition C28H26AsGeReS4Se in a non-equilibrium geometry.

CARTESIAN COORDINATES (ANGSTROEM)
Re1 0.045 -0.306 0.522
S1 2.616 -2.499 1.905
As1 1.401 -1.212 2.926
S2 -0.891 -1.542 2.108
S3 1.439 0.914 1.730
S4 1.220 -0.751 4.901
C1 -1.064 0.712 -0.262
Ge1 -2.408 2.083 -0.696
C2 -3.786 1.308 -1.828
C3 -3.681 0.017 -2.330
C4 -4.706 -0.530 -3.089
C5 -5.846 0.212 -3.352
C6 -5.961 1.503 -2.856
C7 -4.939 2.045 -2.095
C8 -1.405 3.499 -1.586
C9 -1.847 4.050 -2.784
C10 -1.145 5.085 -3.386
C11 0.010 5.574 -2.795
C12 0.464 5.027 -1.601
C13 -0.243 3.998 -1.000
C14 -3.063 2.639 1.047
C15 -3.448 1.688 1.988
C16 -3.897 2.077 3.239
C17 -3.972 3.426 3.558
C18 -3.595 4.381 2.627
C19 -3.136 3.988 1.378
H1 -2.786 -0.569 -2.142
H2 -4.609 -1.536 -3.475
H3 -6.648 -0.215 -3.940
H4 -6.852 2.084 -3.056
H5 -5.052 3.050 -1.702
H6 -2.740 3.664 -3.262
H7 -1.497 5.506 -4.319
H8 0.558 6.381 -3.263
H9 1.367 5.404 -1.140
H10 0.122 3.579 -0.068
H11 -3.391 0.631 1.753
H12 -4.181 1.330 3.968
H13 -4.318 3.731 4.537
H14 -3.651 5.433 2.875
H15 -2.825 4.743 0.664
C20 -2.130 -0.425 -6.496
C21 -1.394 -0.655 -5.208
C22 -1.555 -1.828 -4.489
C23 -0.874 -2.062 -3.297
C24 -1.123 -3.342 -2.554
C25 0.009 -1.081 -2.837
Se1 1.062 -1.496 -1.269
C26 0.196 0.118 -3.540
C27 1.116 1.199 -3.053
C28 -0.525 0.309 -4.710
H16 -2.859 -1.213 -6.680
H17 -1.437 -0.405 -7.339
H18 -2.657 0.529 -6.483
H19 -2.242 -2.584 -4.850
H20 -2.044 -3.805 -2.905
H21 -1.209 -3.181 -1.477
H22 -0.310 -4.057 -2.700
H23 0.818 1.560 -2.068
H24 1.102 2.045 -3.738
H25 2.144 0.844 -2.961
H26 -0.399 1.242 -5.249

Output
Calculated total energy = -9467.7539 Ha
LUMO level = -1.52 eV
Maximum force = 1.10 eV Å⁻¹
Net charge = 0

=====

# 2
The following is a DFT calculation (the ωB97M-V functional and the def2-TZVPD basis) of a structure of composition C2H2N2O in a non-equilibrium geometry.

CARTESIAN COORDINATES (ANGSTROEM)
C1 0.299 -0.691 -0.824
C2 -0.569 0.120 0.084
N1 1.320 -0.144 -0.269
N2 0.504 0.726 0.614
O1 -2.324 0.090 0.476
H1 0.184 -1.656 -1.416
H2 0.585 1.555 1.335

Output
ΔE to the lowest compared entry with this formula, charge and spin = 788.8 kJ/mol
Calculated total energy = -261.8635 Ha
LUMO level (alpha / beta) = -1.68 / -1.82 eV
Maximum force = 9.36 eV Å⁻¹
Net charge = 0

=====

# 3
The following is a DFT calculation (the ωB97M-V functional and the def2-TZVPD basis) of an isolated molecule of C11H16N2 in a non-equilibrium geometry.

CARTESIAN COORDINATES (ANGSTROEM)
C1 -3.231 1.771 -0.312
C2 -2.471 0.493 -0.156
C3 -3.167 -0.734 -0.277
C4 -2.431 -1.848 -0.107
C5 -1.069 -1.759 0.187
C6 -0.466 -0.514 0.450
C7 -1.179 0.609 0.358
C8 1.913 -1.424 0.329
C9 2.569 -0.927 -0.905
C10 2.136 1.453 -0.245
C11 1.567 0.903 1.088
H1 -3.092 2.438 -1.259
H2 -4.287 1.541 -0.299
H3 -3.034 2.465 0.558
H4 -4.206 -0.773 -0.445
H5 -2.881 -2.785 -0.369
H6 -0.511 -2.651 0.321
H7 -0.778 1.583 0.535
H8 2.619 -1.633 1.121
H9 1.280 -2.300 0.074
H10 3.412 -1.723 -1.102
H11 1.883 -0.882 -1.759
H12 3.985 0.473 -0.176
H13 2.650 2.435 -0.155
H14 1.349 1.549 -0.957
H15 0.963 1.570 1.727
H16 2.459 0.610 1.760
N1 0.905 -0.424 0.835
N2 3.115 0.485 -0.820

Output
ΔE to the lowest compared entry with this formula, charge and spin = 163.9 kJ/mol
Calculated total energy = -538.2069 Ha
LUMO level = 0.94 eV
Maximum force = 4.04 eV Å⁻¹
Net charge = 0

=====

# 4
The following is a DFT calculation (the ωB97M-V functional and the def2-TZVPD basis) of a cluster of 4 separate species, C8H24O8 in total in a non-equilibrium geometry.

CARTESIAN COORDINATES (ANGSTROEM)
C1 -34.853 -25.723 -44.156
C2 -35.711 -26.969 -44.385
O1 -35.696 -27.712 -43.234
O2 -34.736 -25.178 -45.395
H1 -33.958 -25.909 -43.938
H2 -35.446 -25.212 -43.401
H3 -35.306 -27.624 -45.220
H4 -36.713 -26.970 -44.903
H5 -36.284 -27.397 -42.558
H6 -34.515 -24.217 -45.330
C3 -35.634 -21.762 -46.385
C4 -36.996 -22.584 -46.460
O3 -37.934 -21.893 -47.255
O4 -34.892 -22.309 -45.250
H7 -35.834 -20.743 -46.152
H8 -35.101 -21.760 -47.263
H9 -37.489 -23.005 -45.661
H10 -36.658 -23.630 -46.962
H11 -37.846 -20.917 -47.147
H12 -34.908 -21.745 -44.490
C5 -32.882 -29.831 -41.780
C6 -33.313 -29.047 -40.533
O5 -33.629 -29.936 -39.468
O6 -33.032 -28.896 -42.831
H13 -33.474 -30.866 -41.882
H14 -32.051 -30.335 -41.761
H15 -34.188 -28.477 -40.712
H16 -32.487 -28.345 -40.156
H17 -32.659 -30.327 -39.217
H18 -33.811 -28.358 -42.622
C7 -33.619 -25.058 -49.013
C8 -33.521 -26.512 -48.768
O7 -34.646 -27.081 -48.117
O8 -32.622 -24.764 -49.966
H19 -33.344 -24.452 -48.071
H20 -34.599 -24.714 -49.263
H21 -32.606 -26.876 -48.371
H22 -33.601 -27.180 -49.709
H23 -34.794 -26.728 -47.220
H24 -32.985 -25.041 -50.789

Output
ΔE to the lowest compared entry with this formula, charge and spin = 428.7 kJ/mol
Calculated total energy = -920.9036 Ha
LUMO level = 0.30 eV
Maximum force = 8.44 eV Å⁻¹
Net charge = 0

=====

# 5
The following is a DFT calculation (the ωB97M-V functional and the def2-TZVPD basis) of a structure of composition C53H51FeN4O4S in a non-equilibrium geometry.

CARTESIAN COORDINATES (ANGSTROEM)
Fe1 0.171 0.562 0.393
N1 0.899 2.271 4.687
C1 1.023 1.730 3.397
S1 -0.458 1.536 2.569
N2 2.216 1.482 2.999
N3 2.331 0.990 1.694
C2 3.596 0.829 1.415
C3 4.215 0.224 0.258
C4 5.596 -0.021 0.287
C5 6.264 -0.657 -0.735
C6 5.511 -0.988 -1.883
C7 4.162 -0.758 -1.942
C8 3.426 -0.193 -0.855
O1 2.177 -0.118 -0.864
H1 0.013 1.984 5.084
H2 1.685 2.013 5.270
H3 4.281 1.153 2.191
H4 6.164 0.250 1.185
H5 7.321 -0.870 -0.703
H6 6.022 -1.429 -2.742
H7 3.598 -1.021 -2.830
O2 -1.703 0.499 0.388
C9 -2.570 0.312 -0.643
C10 -1.753 -0.207 -1.853
C11 -0.981 -1.475 -1.609
C12 -1.452 -2.609 -2.265
C13 -0.780 -3.784 -2.181
C14 0.326 -3.843 -1.341
C15 0.724 -2.736 -0.650
C16 1.773 -2.768 0.452
C17 1.074 -2.310 1.783
O3 0.281 -1.288 1.504
C18 0.382 -3.645 2.254
C19 1.100 -4.681 2.900
C20 0.622 -5.991 2.914
C21 -0.624 -6.284 2.371
C22 -1.399 -5.266 1.824
C23 -0.899 -3.955 1.787
C24 2.041 -1.932 2.961
C25 3.411 -2.076 2.933
C26 4.216 -1.666 3.997
C27 3.652 -1.182 5.162
C28 2.280 -1.060 5.223
C29 1.487 -1.408 4.150
N4 0.110 -1.507 -0.852
C30 -3.611 -0.734 -0.237
C31 -3.370 -1.487 0.899
C32 -4.283 -2.479 1.281
C33 -5.432 -2.682 0.528
C34 -5.682 -1.912 -0.614
C35 -4.773 -0.943 -0.990
C36 -3.336 1.645 -0.812
C37 -4.010 2.094 0.331
C38 -4.749 3.267 0.312
C39 -4.838 4.047 -0.840
C40 -4.107 3.651 -1.951
C41 -3.373 2.465 -1.932
H8 -1.040 0.557 -2.120
H9 -2.421 -0.368 -2.707
H10 -2.366 -2.526 -2.834
H11 -1.159 -4.687 -2.631
H12 0.828 -4.789 -1.142
H13 2.595 -2.099 0.182
H14 2.352 -3.674 0.472
H15 2.094 -4.485 3.317
H16 1.190 -6.794 3.382
H17 -1.015 -7.302 2.372
H18 -2.380 -5.490 1.425
H19 -1.460 -3.166 1.299
H20 3.886 -2.442 2.042
H21 5.294 -1.730 3.889
H22 4.299 -0.858 5.974
H23 1.802 -0.647 6.117
H24 0.416 -1.219 4.200
H25 -2.444 -1.275 1.446
H26 -4.085 -3.100 2.153
H27 -6.136 -3.461 0.816
H28 -6.580 -2.090 -1.204
H29 -4.984 -0.331 -1.858
H30 -3.951 1.496 1.226
H31 -5.282 3.595 1.205
H32 -5.453 4.932 -0.869
H33 -4.085 4.228 -2.868
H34 -2.816 2.218 -2.818
C42 1.900 1.085 -3.851
C43 0.536 1.562 -4.371
C44 -0.312 0.326 -4.695
C45 -0.076 2.660 -3.457
C46 -0.746 3.659 -4.145
C47 -1.157 4.843 -3.560
C48 -0.814 5.051 -2.237
C49 -0.188 4.089 -1.475
C50 0.073 4.514 -0.030
C51 -1.177 4.202 0.789
C52 1.387 4.043 0.576
C53 0.053 2.792 -2.031
O4 0.404 1.764 -1.269
H35 2.445 0.542 -4.627
H36 1.787 0.428 -2.994
H37 2.510 1.923 -3.496
H38 0.666 2.093 -5.323
H39 -0.294 -0.393 -3.881
H40 0.091 -0.175 -5.580
H41 -1.365 0.562 -4.893
H42 -0.924 3.539 -5.219
H43 -1.698 5.605 -4.129
H44 -1.045 6.024 -1.781
H45 0.151 5.610 -0.081
H46 -1.496 3.165 0.675
H47 -2.001 4.837 0.490
H48 -0.990 4.324 1.872
H49 1.502 2.963 0.563
H50 1.486 4.366 1.621
H51 2.229 4.466 0.013

Output
2S+1 = 6
ΔE to the lowest compared entry with this formula, charge and spin = 0.0 kJ/mol
Calculated total energy = -4232.1925 Ha
LUMO level (alpha / beta) = 4.36 / 4.36 eV
Maximum force = 2.52 eV Å⁻¹
Net charge = -2
Expectation value of S² = 8.760

=====

# 6
The following is a DFT calculation (the ωB97M-V functional and the def2-TZVPD basis) of a structure of composition C4H5LiO2Zn in a non-equilibrium geometry.

CARTESIAN COORDINATES (ANGSTROEM)
H1 -1.618 0.269 1.388
C1 -1.040 0.381 0.301
C2 -0.630 -0.934 -0.265
C3 0.883 -1.105 -0.295
C4 1.645 0.152 -0.020
O1 1.447 0.673 1.129
O2 -1.362 1.346 -0.364
Li1 -1.824 3.154 -0.171
Zn1 2.246 2.077 0.051
H2 -1.069 -0.989 -1.275
H3 -1.136 -1.712 0.325
H4 1.245 -1.482 -1.266
H5 1.212 -1.831 0.464

Output
ΔE to the lowest compared entry with this formula, charge and spin = 3.9 kJ/mol
Calculated total energy = -2092.0020 Ha
LUMO level (alpha / beta) = -11.27 / -11.27 eV
Maximum force = 5.74 eV Å⁻¹
Net charge = +2

=====

# 7
The following is a DFT calculation (the ωB97M-V functional and the def2-TZVPD basis) of a cluster of 2 separate species, C2H2BrO2S2 in total in a non-equilibrium geometry.

CARTESIAN COORDINATES (ANGSTROEM)
C1 0.200 -0.069 0.719
C2 -0.809 0.456 -0.198
O1 1.306 0.880 0.830
O2 -0.074 -0.933 1.582
S1 1.041 -1.129 -1.421
S2 -0.825 1.940 -0.845
Br1 -2.309 -0.773 -0.358
H1 0.478 -1.976 -0.577
H2 0.992 1.604 0.266

Output
ΔE to the lowest compared entry with this formula, charge and spin = 169.6 kJ/mol
Calculated total energy = -3598.3082 Ha
LUMO level (alpha / beta) = 2.61 / 2.61 eV
Maximum force = 3.41 eV Å⁻¹
Net charge = -1

=====

# 8
The following is a DFT calculation (the ωB97M-V functional and the def2-TZVPD basis) of a cluster of 3 separate species, C29H44N4O4 in total in a non-equilibrium geometry.

CARTESIAN COORDINATES (ANGSTROEM)
C1 2.467 -3.303 2.779
C2 2.427 -3.355 1.239
O1 1.407 -3.111 0.642
O2 3.611 -3.729 0.649
C3 3.963 -2.879 -0.455
C4 4.715 -1.603 0.021
C5 4.478 -0.459 -1.006
C6 3.803 0.756 -0.388
C7 4.449 2.034 -0.465
N1 3.961 3.158 0.002
C8 2.734 2.970 0.580
C9 2.065 4.109 1.110
C10 0.856 4.038 1.719
C11 0.224 2.753 1.858
C12 0.833 1.645 1.353
C13 0.096 0.304 1.524
C14 -0.730 -0.093 0.293
C15 -1.915 -0.788 0.507
C16 -2.672 -1.202 -0.585
C17 -2.242 -0.918 -1.872
C18 -3.023 -1.393 -3.099
C19 -1.073 -0.190 -2.085
C20 -0.314 0.225 -0.992
C21 2.099 1.720 0.693
N2 2.646 0.574 0.200
H1 2.618 -2.267 3.111
H2 3.286 -3.966 3.096
H3 1.529 -3.741 3.137
H4 4.613 -3.490 -1.100
H5 3.090 -2.631 -1.079
H6 5.782 -1.872 -0.028
H7 4.463 -1.341 1.055
H8 5.449 -0.127 -1.408
H9 3.887 -0.792 -1.872
H10 5.427 2.078 -0.958
H11 2.543 5.088 1.023
H12 0.344 4.920 2.104
H13 -0.740 2.712 2.367
H14 0.866 -0.471 1.689
H15 -0.504 0.359 2.443
H16 -2.215 -0.989 1.537
H17 -3.600 -1.763 -0.466
H18 -3.825 -2.056 -2.757
H19 -2.326 -1.995 -3.710
H20 -3.366 -0.573 -3.738
H21 -0.712 0.056 -3.084
H22 0.596 0.784 -1.197
C22 4.706 0.699 5.365
C23 3.568 1.152 4.455
C24 2.840 2.408 4.959
O3 1.927 2.171 6.017
C25 2.505 2.141 7.309
N3 2.644 0.031 4.258
H23 4.345 0.232 6.281
H24 5.327 -0.037 4.853
H25 5.347 1.541 5.638
H26 4.010 1.402 3.485
H27 2.235 2.798 4.135
H28 3.549 3.201 5.230
H29 3.325 2.859 7.404
H30 2.855 1.136 7.554
H31 1.729 2.406 8.027
H32 1.937 0.313 3.583
H33 2.119 -0.085 5.122
C26 -5.329 -1.204 -6.140
C27 -6.412 -1.639 -5.157
C28 -7.837 -1.504 -5.718
O4 -8.343 -0.181 -5.721
C29 -7.964 0.600 -6.840
N4 -6.245 -0.894 -3.905
H34 -5.280 -0.120 -6.250
H35 -4.350 -1.535 -5.792
H36 -5.496 -1.642 -7.126
H37 -6.247 -2.700 -4.945
H38 -8.509 -2.069 -5.066
H39 -7.919 -1.951 -6.717
H40 -7.908 0.002 -7.754
H41 -7.010 1.100 -6.658
H42 -8.721 1.372 -6.977
H43 -6.911 -1.248 -3.223
H44 -6.558 0.059 -4.076

Output
Calculated total energy = -1651.3840 Ha
LUMO level = -0.25 eV
Maximum force = 1.64 eV Å⁻¹
Net charge = 0

=====

Which of these has the lowest calculated total energy?
C28H26AsGeReS4Se

=====

Among the records above, which one has the lowest calculated total energy?
C28H26AsGeReS4Se

=====

calculated total energy of number 5 (C53H51FeN4O4S)?
-4232.1925 Ha